Density functional theory data (the ωB97M-V functional and the def2-TZVPD basis) for a cluster of 2 separate species, C2H4O2S in total at a distorted geometry.

## Properties
SMILES string ... C=C=S.OO
Electronic energy ... -17064.3687 eV
Frontier orbital gap ... 8.586 eV
Highest occupied orbital energy ... -8.91 eV
Energy relative to the best compared isomer or geometry (same formula, charge and spin) ... 4.9021 eV
Molar mass ... 92.12 Da
F_max ... 2.37 eV/Å

Each atom is followed by the atoms it is bonded to, with distances in Å.
Atoms and positions in Å:
1 C -0.6454 -1.4883 -0.1100  C2 1.290, H4 1.129, H5 1.143
2 C -1.6563 -0.6995 0.0295  C1 1.290, S3 1.571
3 S -2.8632 0.3022 0.1155  C2 1.571
4 H -0.6521 -2.5930 -0.3416  C1 1.129
5 H 0.3356 -0.9133 0.0089  C1 1.143
6 O 0.5131 2.7531 0.3353  O7 1.424, H8 0.961
7 O 0.6840 1.5236 -0.3631  O6 1.424, H9 1.009
8 H 1.3970 2.7639 0.7114  O6 0.961
9 H -0.2579 1.2694 -0.6223  O7 1.009

Atomic partial charges in e from the Löwdin method, atoms 1 to 4: -0.082 -0.800 0.753 0.091